(1)
Density functional theory data (ωB97M-V/def2-TZVPD) for C27H20BF4FeN7S as an isolated structure at a distorted geometry.

Calculated values
- lowest unoccupied orbital energy (spin up / spin down) (Eh) = -0.148 / -0.181
- 2S+1 = 2
- relative energy (zero: lowest compared OMol25 entry of this formula, charge and spin) (kcal/mol) = 12.5
- net charge = +1

```
61
Properties=species:S:1:pos:R:3:lowdin_spin:R:1
Fe -0.66 -0.39 0.59 0.09
C 3.77 0.39 -2.45 0.06
C 3.78 0.55 -1.07 0.00
C 2.83 -0.08 -0.29 0.05
C 1.88 -0.91 -0.88 0.03
C 1.88 -1.10 -2.27 0.06
C 2.82 -0.43 -3.04 -0.01
N 0.87 -1.47 -0.09 0.41
C 0.47 -2.77 -0.30 0.01
C 1.30 -3.79 -0.82 0.08
C 0.82 -5.08 -0.89 -0.02
C -0.47 -5.40 -0.47 0.10
C -1.32 -4.42 0.00 -0.01
C -0.85 -3.12 0.07 0.07
N -1.58 -1.99 0.47 -0.01
N -2.77 -1.85 0.17 0.05
C -3.27 -0.54 0.35 0.00
C -4.53 -0.32 -0.15 0.01
C -5.01 0.98 -0.18 0.00
C -4.20 1.99 0.31 0.01
C -2.96 1.67 0.83 0.00
N -2.49 0.43 0.88 0.01
H 4.49 0.91 -3.06 0.00
H 4.53 1.17 -0.60 0.00
H 2.84 0.02 0.79 0.00
H 1.10 -1.69 -2.73 0.00
H 2.79 -0.55 -4.12 0.00
H 2.30 -3.54 -1.14 0.00
H 1.47 -5.86 -1.28 0.00
H -0.81 -6.43 -0.52 0.01
H -2.34 -4.63 0.29 0.00
H -5.09 -1.16 -0.55 0.00
H -5.98 1.20 -0.60 0.00
H -4.52 3.02 0.27 0.00
H -2.30 2.44 1.22 0.00
N 1.43 2.44 2.52 0.00
C 1.51 3.16 1.33 0.00
C 2.13 4.35 1.00 0.00
C 2.01 4.77 -0.31 0.00
C 1.29 4.02 -1.25 0.00
C 0.67 2.83 -0.92 0.00
C 0.79 2.41 0.40 0.00
N 0.30 1.26 1.03 0.00
C 0.71 1.32 2.27 0.00
C 0.38 0.24 3.18 0.00
C 0.71 0.06 4.48 0.00
S 0.05 -1.41 5.04 0.00
C -0.62 -1.70 3.51 0.00
N -0.39 -0.77 2.63 0.00
H 1.83 2.70 3.40 0.00
H 2.69 4.93 1.73 0.00
H 2.48 5.69 -0.61 0.00
H 1.22 4.38 -2.27 0.00
H 0.12 2.25 -1.66 0.00
H 1.29 0.69 5.13 0.00
H -1.20 -2.59 3.30 0.00
F -2.70 1.22 -2.26 0.00
B -1.68 0.36 -2.62 0.00
F -2.12 -0.85 -3.09 0.00
F -0.71 0.95 -3.39 0.00
F -0.98 0.04 -1.30 0.00
```

***

(2)
Density functional theory data (ωB97M-V/def2-TZVPD) for C27H20BiBr2F6N5O6S8 as an isolated structure at a distorted geometry.

Calculated values
- lowest unoccupied orbital energy (Eh) = 0.141
- 2S+1 = 1
- relative energy (zero: lowest compared OMol25 entry of this formula, charge and spin) (kcal/mol) = 7.2
- net charge = -2

```
75
Properties=species:S:1:pos:R:3:mulliken_charge:R:1
Bi -0.42 -0.02 0.59 1.64
C -2.07 -2.16 -1.77 -1.09
C -2.46 -0.76 -2.11 0.80
C -3.43 -0.58 -3.11 -1.11
C -3.77 0.67 -3.50 -0.98
C -3.11 1.79 -2.93 1.18
C -3.37 3.09 -3.37 -0.84
C -2.73 4.15 -2.76 -0.73
C -1.86 3.92 -1.72 -0.95
C -1.55 2.65 -1.25 1.23
S -0.41 2.54 0.03 -0.56
C -2.18 1.53 -1.88 -1.17
N -1.89 0.27 -1.50 0.91
H -1.79 -2.70 -2.67 0.48
H -2.93 -2.68 -1.33 0.28
H -1.25 -2.20 -1.06 -0.30
H -3.90 -1.46 -3.53 0.51
H -4.52 0.84 -4.26 0.37
H -4.06 3.24 -4.18 0.34
H -2.91 5.16 -3.10 0.36
H -1.37 4.75 -1.23 0.51
F 5.40 1.20 -0.01 -0.22
C 4.49 1.60 0.89 0.45
F 4.43 0.66 1.83 -0.22
F 5.00 2.70 1.47 -0.24
S 2.78 1.95 0.12 0.68
O 2.24 0.64 -0.11 -0.21
O 2.21 2.79 1.12 -0.65
N 3.25 2.71 -1.17 -0.60
S 2.77 2.20 -2.58 0.95
O 1.51 1.54 -2.64 -0.44
O 3.04 3.17 -3.60 -0.74
C 4.05 0.87 -2.99 0.65
F 4.15 -0.11 -2.09 -0.10
F 5.27 1.41 -3.11 -0.27
F 3.79 0.29 -4.18 -0.26
Br 2.52 -3.91 3.28 -0.26
C 2.67 -3.58 1.42 0.01
C 3.59 -4.29 0.67 -0.37
C 3.68 -4.06 -0.68 0.16
Br 4.95 -5.08 -1.67 -0.33
C 2.85 -3.13 -1.33 0.68
C 2.86 -2.86 -2.71 -0.90
C 2.00 -1.94 -3.24 -1.64
C 1.08 -1.31 -2.38 -0.29
N 1.03 -1.57 -1.10 0.87
C 1.90 -2.41 -0.54 -0.21
C 1.80 -2.60 0.89 -0.21
O 1.00 -1.96 1.63 -0.08
H 4.21 -5.04 1.15 0.41
H 3.55 -3.40 -3.35 0.28
H 2.00 -1.71 -4.29 0.40
H 0.38 -0.58 -2.75 0.65
O -7.17 -1.92 0.66 -0.65
C -6.01 -1.65 0.85 0.65
S -4.72 -2.84 0.82 -0.20
C -3.38 -1.76 1.28 0.05
C -3.72 -0.47 1.45 0.05
S -2.59 0.79 1.87 -0.52
S -5.41 -0.03 1.17 -0.21
S -1.80 -2.38 1.46 -0.38
C -1.15 -2.13 4.70 -1.36
N -0.28 -1.24 3.96 0.18
C -0.21 0.07 3.97 0.37
S 0.83 0.84 2.81 -0.55
N -0.77 0.91 4.85 -0.13
C -1.92 0.72 5.69 -0.88
H -0.98 -3.14 4.32 0.36
H -2.20 -1.89 4.54 0.38
H -0.92 -2.12 5.76 0.41
H 0.24 -1.67 3.19 0.41
H -0.61 1.86 4.56 0.25
H -1.88 -0.22 6.23 0.29
H -2.84 0.77 5.11 0.28
H -1.93 1.53 6.42 0.35
```

***

(3)
Density functional theory data (ωB97M-V/def2-TZVPD) for C27H20BrF6N4O8PbS2 as an isolated structure at a distorted geometry.

Calculated values
- lowest unoccupied orbital energy (Eh) = -0.136
- 2S+1 = 1
- relative energy (zero: lowest compared OMol25 entry of this formula, charge and spin) (kcal/mol) = 0.0
- net charge = +1

```
69
Properties=species:S:1:pos:R:3:mulliken_charge:R:1
Pb -0.15 -0.91 -0.53 1.86
C -2.59 -2.85 2.37 -1.20
C -1.22 -2.49 2.83 -0.07
N -0.27 -1.92 2.12 0.49
C 0.80 -1.71 2.95 -0.01
C 0.46 -2.16 4.22 0.32
N -0.78 -2.69 4.09 -0.04
C 1.03 -2.11 5.58 0.46
O 2.30 -1.76 5.72 -0.50
O 0.30 -2.28 6.52 -0.56
C 1.98 -0.93 2.58 0.31
O 2.93 -0.71 3.30 -0.74
O 1.96 -0.51 1.27 -0.10
H -2.90 -2.28 1.50 0.10
H -3.36 -2.66 3.16 0.45
H -2.66 -3.95 2.17 0.29
H -1.34 -3.01 4.88 0.30
H 2.71 -1.59 4.85 0.41
F 3.37 -0.88 -4.83 -0.16
C 2.58 -1.85 -4.32 0.46
F 3.26 -2.61 -3.48 -0.17
F 2.03 -2.59 -5.25 -0.17
S 1.30 -1.07 -3.28 1.10
O 0.40 -2.11 -2.75 -0.71
O 2.01 -0.41 -2.19 -0.60
N 0.57 -0.11 -4.29 -0.52
S -0.68 0.74 -3.85 1.06
O -0.97 0.59 -2.41 -0.55
O -0.71 2.05 -4.42 -0.62
C -2.07 -0.14 -4.72 0.60
F -1.90 -0.10 -6.02 -0.21
F -2.14 -1.41 -4.29 -0.19
F -3.21 0.48 -4.42 -0.22
Br -1.35 -4.56 -0.62 -0.02
C -2.62 -3.31 -1.20 -0.04
C -3.84 -3.73 -1.68 -0.60
C -4.75 -2.78 -2.10 -0.33
C -4.41 -1.43 -2.04 -0.80
C -3.19 -1.09 -1.56 -0.36
N -2.33 -2.03 -1.09 0.31
H -4.06 -4.78 -1.78 0.48
H -5.72 -3.11 -2.49 0.40
H -5.02 -0.64 -2.51 0.43
H -2.85 -0.05 -1.50 0.63
C 3.36 5.42 -1.11 -0.63
C 2.52 5.19 -0.01 -0.68
C 2.35 3.90 0.52 -0.19
C 3.01 2.82 -0.09 1.30
C 3.91 3.08 -1.14 -0.71
C 4.06 4.36 -1.64 -0.61
C 2.91 1.42 0.31 -0.92
C 1.97 0.89 1.08 -1.13
C 0.73 1.52 1.69 0.78
C 0.61 1.60 3.07 -0.03
C -0.61 2.10 3.58 -0.99
C -1.64 2.47 2.75 -0.50
C -1.53 2.36 1.38 -1.30
C -0.35 1.84 0.86 -0.18
H 3.47 6.41 -1.48 0.45
H 2.06 6.04 0.46 0.40
H 1.64 3.78 1.34 0.54
H 4.43 2.22 -1.60 0.37
H 4.80 4.55 -2.41 0.40
H 3.66 0.80 -0.18 0.32
H 1.47 1.35 3.73 0.52
H -0.66 2.14 4.65 0.51
H -2.58 2.87 3.20 0.38
H -2.33 2.65 0.74 0.59
H -0.18 1.71 -0.19 1.38
```

***

(4)
Density functional theory data (ωB97M-V/def2-TZVPD) for a 2-piece molecular cluster, C27H20F3N2O4S overall at a distorted geometry.

Calculated values
- lowest unoccupied orbital energy (Eh) = 0.032
- 2S+1 = 1
- net charge = -1

```
57
Properties=species:S:1:pos:R:3:mulliken_charge:R:1
F -0.96 3.96 4.79 -0.23
C -0.92 4.11 3.45 0.58
F -1.95 3.38 2.92 -0.21
F -1.12 5.40 3.14 -0.22
S 0.75 3.51 2.86 0.86
C 0.65 3.57 1.12 -0.74
C 1.77 3.74 0.28 1.08
C 1.52 4.11 -1.08 -0.73
C 2.52 4.16 -2.03 -0.57
C 3.84 3.84 -1.67 0.39
C 4.89 3.83 -2.66 0.07
N 5.75 3.77 -3.46 -0.61
C 4.13 3.58 -0.32 -0.68
C 3.14 3.54 0.65 -0.56
O 1.69 4.49 3.38 -0.66
O 0.71 2.12 3.31 -0.56
H -0.36 3.70 0.73 0.38
H 0.50 4.36 -1.34 0.33
H 2.31 4.44 -3.06 0.39
H 5.18 3.42 -0.02 0.37
H 3.38 3.34 1.69 0.32
O 3.10 -3.86 -1.12 -0.73
C 1.98 -4.16 -1.62 0.53
O 1.15 -5.08 -1.44 -0.70
C 1.44 -3.08 -2.62 -0.17
C 0.60 -3.63 -3.79 -0.80
C -0.80 -3.34 -3.38 0.64
C -0.81 -2.59 -2.20 0.42
C -2.00 -2.20 -1.60 -0.47
C -3.21 -2.51 -2.23 -0.77
C -3.20 -3.22 -3.45 -0.38
C -2.00 -3.66 -4.01 -0.72
N 0.50 -2.38 -1.75 0.14
C 0.92 -1.85 -0.60 -0.06
C 0.14 -1.17 0.38 -1.17
C -0.31 -1.80 1.52 -0.34
C -1.37 -1.34 2.37 1.13
C -2.01 -2.24 3.27 -0.56
C -3.05 -1.82 4.08 -0.51
C -3.49 -0.49 4.02 -0.47
C -2.89 0.40 3.13 -0.63
C -1.82 0.00 2.34 0.05
H 2.25 -2.42 -2.96 0.37
H 0.87 -3.06 -4.69 0.27
H 0.79 -4.69 -3.98 0.38
H -1.98 -1.66 -0.66 0.37
H -4.14 -2.18 -1.78 0.42
H -4.16 -3.42 -3.93 0.35
H -1.97 -4.22 -4.95 0.41
H 2.00 -1.96 -0.43 0.62
H 0.01 -0.09 0.23 0.51
H 0.10 -2.79 1.77 0.37
H -1.65 -3.28 3.30 0.33
H -3.54 -2.53 4.76 0.36
H -4.32 -0.16 4.63 0.36
H -3.27 1.42 3.04 0.41
H -1.29 0.71 1.70 0.05
```